# C13H39O7

A molecular structure, C13H39O7 at a distorted geometry (ωB97M-V/def2-TZVPD, OMol25).

Properties
Orbital gap   7.4 eV
Relative energy (zero: lowest compared OMol25 entry of this formula, charge and spin)   1807.9 kJ/mol
Calculated total energy   -28424.658 eV
Multiplicity   1
Charge   -1

```
59
C13H39O7 (ωB97M-V/def2-TZVPD)
H -0.815 4.436 0.828
O 1.207 0.265 1.226
C -0.468 -1.904 -2.819
H 0.069 0.015 -1.535
O 1.138 2.333 -0.906
C -0.812 1.243 -2.776
O 0.085 0.143 -2.486
H 0.895 -0.344 -0.946
H -0.316 -2.863 -3.315
C -0.075 2.347 -3.521
O 0.543 0.640 -0.690
H -1.627 0.326 -0.620
H 0.732 2.005 2.202
H 0.569 -1.641 -2.607
H -0.538 -0.125 -3.584
H -0.830 0.925 0.812
O -0.952 -2.188 4.333
H 2.133 -2.354 1.860
H -1.346 -3.448 1.980
H -0.490 0.719 2.182
H -0.348 2.726 1.098
C 0.577 0.927 2.260
O 1.442 -1.103 -1.161
H 0.918 2.385 -3.074
H 0.767 1.496 -0.618
O -0.804 -0.998 -3.883
C -0.697 -1.644 3.006
H -1.656 -0.912 -1.383
H -0.890 2.782 -1.216
H 0.196 4.179 -1.433
H 0.350 -1.787 2.738
H -0.092 -2.377 4.714
C 1.178 -2.103 -0.146
C -1.423 -1.920 -1.727
H 0.806 3.893 1.250
H 0.660 0.179 0.442
H -0.985 -2.406 -0.855
H 2.279 0.438 3.562
C -1.601 -2.388 1.961
H -0.684 -0.744 0.308
C -0.694 0.283 -0.057
H 0.217 -1.957 0.347
H -0.896 -0.574 2.955
H -0.539 3.329 -3.611
H 0.917 -0.475 3.986
C 1.192 0.508 3.604
H 2.461 -0.912 1.031
H -1.466 -1.934 0.979
H -2.363 -2.270 -2.153
H 1.112 1.266 4.383
H 3.231 -2.427 0.532
H -2.625 -2.270 2.313
H 0.011 1.945 -4.531
H -1.610 0.763 -3.343
H 1.049 -3.088 -0.594
C 2.292 -1.974 0.850
C -0.064 3.671 0.633
C 0.011 3.276 -0.851
H -1.334 1.690 -1.930
```

Here are the natural (NBO) charges for atoms 1 to 2, given in e: 0.18, -0.77